(1)
{
  "formula": "C5H13NO2",
  "method": "wB97M-V/def2-TZVPD",
  "fmax_ev_per_a": 2.9,
  "smiles": "C[C@@H](CCO)NCO",
  "energy_ha": -403.50466,
  "e_homo_ev": -9.13,
  "gap_ha": 0.368,
  "symbols": ["C", "C", "C", "C", "O", "N", "C", "O", "H", "H", "H", "H", "H", "H", "H", "H", "H", "H", "H", "H", "H"],
  "coordinates": [[0.82216, -0.34851, -1.60964], [-0.08884, -0.19931, -0.41967], [-0.16899, -1.32824, 0.60044], [-1.53752, -1.23558, 1.30786], [-1.99842, -2.49445, 1.82061], [0.15966, 1.03215, 0.38886], [0.39074, 2.25222, -0.30765], [1.78364, 2.31776, -0.69907], [0.49671, -1.11371, -2.32622], [1.11959, 0.52595, -2.16786], [1.77958, -0.76338, -1.20897], [-1.09193, -0.00600, -0.85664], [0.64890, -1.31344, 1.33548], [-0.11470, -2.34094, 0.20114], [-1.48358, -0.55043, 2.16039], [-2.32843, -0.91798, 0.62602], [-1.31107, -3.15260, 1.73803], [0.92606, 0.82582, 1.01300], [0.21735, 3.08101, 0.40069], [-0.24225, 2.48865, -1.16394], [2.02135, 3.24102, -0.83285]]
}


(2)
{
  "formula": "C30H26F4NO",
  "method": "wB97M-V/def2-TZVPD",
  "fmax_ev_per_a": 1.9,
  "energy_ha": -1687.93121,
  "charge": 1,
  "e_homo_ev": -11.47,
  "gap_ha": 0.191,
  "symbols": ["F", "C", "C", "C", "F", "C", "C", "C", "C", "C", "C", "F", "C", "C", "F", "C", "C", "H", "H", "H", "H", "H", "H", "H", "O", "C", "C", "C", "C", "C", "C", "C", "C", "C", "C", "C", "C", "C", "C", "C", "C", "C", "N", "H", "H", "H", "H", "H", "H", "H", "H", "H", "H", "H", "H", "H", "H", "H", "H", "H", "H", "H"],
  "coordinates": [[-3.25468, 2.60433, 2.17294], [-2.92527, 1.26902, 2.28308], [-3.90809, 0.32639, 1.98585], [-3.57453, -1.01065, 2.22422], [-4.53438, -1.97205, 2.00179], [-2.32828, -1.40355, 2.67328], [-1.29131, -0.43009, 2.82304], [0.02251, -0.93390, 3.06162], [1.25459, -0.45065, 2.55401], [2.34134, -1.38235, 2.46152], [3.62871, -0.91497, 2.28488], [4.67352, -1.79579, 2.45695], [3.91991, 0.41765, 2.00332], [2.82705, 1.28130, 1.91639], [3.07368, 2.59968, 1.60358], [1.51156, 0.88932, 2.14291], [-1.64356, 0.94160, 2.70921], [-4.88684, 0.61331, 1.61474], [-2.10583, -2.45557, 2.86324], [0.00907, -1.99852, 3.27978], [2.15137, -2.45407, 2.54545], [4.93712, 0.75720, 1.83794], [0.69944, 1.60310, 2.03445], [-0.93538, 1.72650, 2.97254], [1.17210, -2.99334, 4.72566], [0.90892, -2.86380, 6.11131], [-0.12774, -3.96100, 6.35029], [-0.21263, -4.97220, 5.39308], [-1.26421, -5.89186, 5.44527], [-2.17007, -5.85891, 6.50800], [-2.02884, -4.90114, 7.51774], [-1.00330, -3.95358, 7.44535], [2.26000, -3.09543, 6.81493], [3.41663, -2.55418, 6.25153], [4.67145, -2.86042, 6.79095], [4.76830, -3.69525, 7.90952], [3.60714, -4.22166, 8.48256], [2.35119, -3.91579, 7.94259], [0.42531, -1.43934, 6.43979], [-1.06486, -1.08866, 6.32809], [-1.04754, 0.44430, 6.21366], [0.37322, 0.81784, 5.76758], [1.03149, -0.47956, 5.54534], [1.56234, -2.14116, 4.43532], [0.51912, -5.01864, 4.58652], [-1.34790, -6.63013, 4.64818], [-2.98021, -6.58654, 6.55752], [-2.71599, -4.87418, 8.36500], [-0.88655, -3.20140, 8.23145], [3.36287, -1.91484, 5.36580], [5.56029, -2.43904, 6.32210], [5.74565, -3.92966, 8.33449], [3.66408, -4.87727, 9.35184], [1.43928, -4.31661, 8.38848], [0.73727, -1.22026, 7.47966], [-1.46984, -1.54230, 5.41019], [-1.63548, -1.46094, 7.18104], [-1.79728, 0.80884, 5.50344], [-1.26182, 0.90252, 7.18767], [0.39823, 1.42727, 4.85515], [0.88803, 1.38893, 6.56115], [2.04412, -0.42077, 5.66051]]
}


(3)
{
  "formula": "C30H52N12NiO2S",
  "method": "wB97M-V/def2-TZVPD",
  "fmax_ev_per_a": 0.2,
  "spin_multiplicity": 3,
  "energy_ha": -3888.10296,
  "charge": 2,
  "e_homo_ev": [-11.70, -11.67],
  "gap_ha": [0.290, 0.272],
  "symbols": ["Ni", "C", "N", "C", "C", "N", "C", "C", "C", "C", "C", "C", "C", "C", "C", "N", "C", "N", "C", "C", "N", "C", "C", "C", "N", "C", "C", "H", "H", "H", "H", "H", "H", "H", "H", "H", "H", "H", "H", "H", "H", "H", "H", "H", "H", "H", "H", "H", "H", "H", "H", "H", "H", "H", "H", "H", "H", "N", "C", "C", "C", "C", "N", "C", "N", "N", "C", "O", "O", "H", "H", "H", "H", "H", "H", "H", "H", "H", "H", "H", "H", "H", "H", "C", "N", "C", "C", "N", "C", "S", "H", "H", "H", "H", "H", "H", "H", "H"],
  "coordinates": [[0.82996, -0.10701, 0.57922], [-2.07174, 3.07077, 1.55561], [-0.90507, 2.29268, 1.95959], [-1.19399, 0.94582, 2.39834], [0.34376, 2.63623, 1.56106], [1.22301, 1.68536, 1.27512], [2.60837, 1.98356, 1.39289], [3.08371, 2.54169, 2.55307], [4.38747, 3.07026, 2.62697], [5.17303, 3.08460, 1.51364], [4.73441, 2.47415, 0.31051], [5.52740, 2.55615, -0.86231], [5.08560, 2.00402, -2.02726], [3.91033, 1.22826, -2.03531], [3.16613, 1.03990, -0.89541], [2.17909, 0.02357, -0.87944], [2.49666, -1.11474, -1.50960], [3.73953, -1.67342, -1.46376], [4.35032, -2.26193, -2.64939], [4.68289, -1.34476, -0.40999], [1.54920, -1.78631, -2.17860], [0.34797, -1.12159, -2.66928], [1.53921, -3.23586, -2.30856], [3.48287, 1.80504, 0.27483], [0.61266, 3.95652, 1.46401], [1.55318, 4.48255, 0.48626], [0.09519, 4.92462, 2.41831], [-2.76274, 2.41914, 1.01855], [-1.77028, 3.86245, 0.87727], [-2.58301, 3.49664, 2.42040], [-2.08062, 0.96175, 3.03149], [-0.36731, 0.56041, 2.99286], [-1.41176, 0.26842, 1.55826], [2.41087, 2.64857, 3.39640], [4.73331, 3.51500, 3.55051], [6.14500, 3.56079, 1.52737], [6.46539, 3.09428, -0.82028], [5.65612, 2.11562, -2.93983], [3.61644, 0.71524, -2.94438], [3.65720, -2.23477, -3.48489], [4.65448, -3.29531, -2.47269], [5.23635, -1.68075, -2.91772], [4.15729, -0.96181, 0.46114], [5.40336, -0.58684, -0.72832], [5.22750, -2.25001, -0.13366], [0.50786, -0.04901, -2.71512], [-0.49986, -1.32929, -2.01502], [0.12942, -1.50440, -3.66729], [2.32934, -3.67354, -1.70277], [1.67733, -3.54367, -3.34653], [0.57621, -3.60751, -1.95510], [1.66968, 3.77595, -0.33147], [2.52609, 4.70437, 0.93150], [1.13478, 5.40525, 0.08078], [-0.42058, 4.41858, 3.22984], [-0.58986, 5.63178, 1.94598], [0.93247, 5.48673, 2.83791], [1.80183, -1.22540, 2.05918], [1.71894, -2.64741, 1.66482], [1.86603, -3.62613, 2.84423], [2.89145, -4.74643, 2.65157], [2.59056, -5.69007, 1.48912], [1.23946, -6.23104, 1.53149], [0.84392, -7.32651, 2.14609], [1.70794, -8.16141, 2.73244], [-0.46281, -7.60933, 2.19310], [0.41957, -2.85619, 0.84856], [0.00436, -4.00711, 0.68463], [-0.11738, -1.81680, 0.35348], [2.76090, -0.93182, 2.21918], [1.31646, -1.08224, 2.94114], [2.53162, -2.81074, 0.94571], [0.89037, -4.05593, 3.07870], [2.17081, -3.05804, 3.72572], [2.95298, -5.31920, 3.58020], [3.88451, -4.31851, 2.48654], [3.32674, -6.49343, 1.43656], [2.66355, -5.16012, 0.53814], [0.54352, -5.54215, 1.20602], [2.69797, -8.00879, 2.67174], [1.39868, -9.03227, 3.12738], [-1.12511, -7.01411, 1.72514], [-0.80175, -8.46789, 2.58939], [-0.45641, 4.58315, -3.36642], [-1.65713, 3.80683, -3.16145], [-2.95906, 4.29299, -3.61416], [-3.88245, 3.12934, -3.24925], [-3.10473, 2.47943, -2.19542], [-1.79263, 2.80432, -2.28321], [-0.55720, 2.06868, -1.41108], [-0.35329, 4.81867, -4.42487], [0.39978, 3.99926, -3.03969], [-0.49418, 5.51817, -2.80041], [-2.94382, 4.50468, -4.68159], [-3.22438, 5.21014, -3.07926], [-4.03224, 2.45709, -4.09708], [-4.85048, 3.46194, -2.88387], [-3.35360, 1.58324, -1.81376]]
}


(4)
{
  "formula": "C36H27BiBrN5O7Se2",
  "method": "wB97M-V/def2-TZVPD",
  "fmax_ev_per_a": 1.2,
  "energy_ha": -9779.88411,
  "e_homo_ev": -6.82,
  "gap_ha": 0.243,
  "symbols": ["Bi", "O", "C", "C", "C", "C", "C", "C", "C", "O", "N", "N", "C", "C", "Br", "C", "C", "C", "C", "C", "C", "C", "H", "H", "H", "H", "H", "H", "H", "H", "H", "H", "H", "H", "H", "H", "Se", "Se", "C", "C", "C", "C", "C", "N", "C", "C", "C", "C", "C", "N", "H", "H", "H", "H", "H", "H", "H", "H", "O", "C", "C", "O", "C", "C", "O", "C", "O", "O", "C", "C", "C", "N", "C", "C", "H", "H", "H", "H", "H"],
  "coordinates": [[0.37433, 1.61850, -0.04222], [0.68723, -3.39910, -4.38462], [-0.58987, -3.01540, -4.11692], [-1.67597, -3.57920, -4.77402], [-2.96167, -3.17360, -4.46862], [-3.17407, -2.16580, -3.54482], [-2.09207, -1.59860, -2.89782], [-0.79927, -2.02570, -3.15422], [0.39343, -1.37790, -2.48642], [0.19903, -0.03110, -2.16562], [0.67323, -1.99000, -1.19282], [1.52823, -1.29600, -0.45672], [2.19623, -1.76710, 0.52008], [3.08173, -0.89830, 1.24138], [3.33893, 0.82270, 0.38058], [3.82163, -1.15930, 2.33078], [3.88533, -2.43240, 3.03298], [5.13783, -2.86940, 3.47688], [5.27923, -4.11490, 4.05618], [4.17613, -4.93970, 4.20808], [2.92413, -4.49650, 3.81378], [2.77193, -3.24700, 3.24148], [0.68683, -3.98390, -5.15182], [-1.51267, -4.33710, -5.52842], [-3.79647, -3.63040, -4.97532], [-4.17577, -1.82270, -3.33752], [-2.23067, -0.79390, -2.19772], [1.26963, -1.51370, -3.14802], [0.70733, -3.00900, -1.18442], [2.16653, -2.81620, 0.81968], [4.51063, -0.39980, 2.67568], [6.00613, -2.24190, 3.33088], [6.25173, -4.45010, 4.38488], [4.28983, -5.91930, 4.64618], [2.06163, -5.13160, 3.94998], [1.78703, -2.88140, 2.98708], [0.90753, 4.44550, -0.26472], [0.06803, 4.98870, -2.35832], [0.52563, 3.24980, -3.11702], [1.34923, 3.26130, -4.19832], [1.75313, 1.99100, -4.69852], [1.17093, 0.88170, -4.22772], [0.05823, 0.94620, -3.21702], [-0.02007, 2.19880, -2.50782], [-0.77087, 4.40120, 0.65048], [-1.34857, 5.52540, 1.21938], [-2.51997, 5.36830, 1.94208], [-3.06277, 4.09550, 2.07208], [-2.40847, 3.03140, 1.47868], [-1.29807, 3.18850, 0.76838], [1.68903, 4.18240, -4.63682], [2.53653, 1.93940, -5.43922], [1.44323, -0.09580, -4.58602], [-0.92007, 0.71000, -3.70932], [-0.86147, 6.48400, 1.11558], [-2.99057, 6.21900, 2.41288], [-3.96697, 3.92980, 2.63588], [-2.77677, 2.02180, 1.57838], [-1.65977, 3.07710, 5.42868], [-0.77947, 2.66170, 4.70668], [0.17233, 3.51530, 3.89418], [0.36653, 4.71150, 4.01738], [0.63943, 2.63500, 2.83728], [0.10993, 1.34580, 2.98848], [0.15083, 0.47810, 2.03828], [-0.59577, 1.22580, 4.26268], [-1.00327, 0.22030, 4.81248], [1.23703, 2.96190, 1.73478], [-4.11147, -1.18060, 0.10578], [-4.13187, 0.06330, -0.50842], [-2.95677, 0.79730, -0.55592], [-1.82187, 0.36300, -0.02162], [-1.79477, -0.83030, 0.55168], [-2.91797, -1.63820, 0.63878], [-5.00177, -1.78780, 0.15838], [-5.03497, 0.45380, -0.94842], [-2.91277, 1.76140, -1.04142], [-0.85067, -1.13470, 0.97038], [-2.85707, -2.59650, 1.12818]]
}